(1)
Entry from the OMol25 dataset: a structure of composition C4H5N3O in a non-equilibrium geometry (ωB97M-V/def2-TZVPD).

Last column: natural (NBO) charge in e.
Cartesian coordinates (Å):
C  0.986  0.122  0.250  0.30
C  -1.069  0.857  0.277  0.42
C  -1.712  -0.907  0.117  -0.07
C  -0.246  -0.184  0.687  -0.25
H  1.596  -1.767  -0.644  0.39
H  2.625  -0.277  -0.896  0.39
H  1.693  1.991  0.567  0.40
H  -2.318  -1.424  0.913  0.20
H  -1.773  -1.477  -0.770  0.19
N  2.055  -0.695  -0.108  -0.80
N  0.866  1.421  0.035  -0.36
N  -0.386  1.938  -0.098  -0.31
O  -2.319  0.403  -0.330  -0.49

Cartesian forces (eV/Å) of the 3 atoms listed first:
-0.581 -2.307 -0.194
-0.478 3.828 -2.303
-0.178 -0.667 1.280

ΔE to the lowest compared entry with this formula, charge and spin = 705.4 kJ/mol
charge = 0
HOMO-LUMO gap = 8.88 eV
largest force on an atom = 7.7 eV Å⁻¹
HOMO = -8.60 eV
lowest unoccupied orbital energy = 0.3 eV

***

(2)
Entry from the OMol25 dataset: the molecule C4H5N3O in a non-equilibrium geometry (ωB97M-V/def2-TZVPD).

Last column: natural (NBO) charge in e.
Cartesian coordinates (Å):
N  -3.007  -1.470  -0.392  -0.29
C  -2.073  -0.877  -0.057  0.27
C  -0.952  -0.105  0.396  -0.20
C  -0.792  1.342  0.140  -0.24
N  -0.073  0.361  -0.666  -0.22
N  1.286  0.301  -0.298  -0.50
C  1.874  -0.934  -0.110  0.52
O  1.287  -1.945  0.071  -0.57
H  -0.477  -0.550  1.262  0.26
H  -0.290  1.908  0.929  0.22
H  -1.631  1.810  -0.385  0.23
H  1.876  0.980  -0.777  0.39
H  2.972  -0.820  -0.114  0.11

Cartesian forces (eV/Å) of the 3 atoms listed first:
0.903 0.534 0.311
-1.442 -0.551 -0.447
0.519 -0.692 0.512

SMILES = N#C[C@@H]1CN1NC=O
ΔE to the lowest compared entry with this formula, charge and spin = 318.9 kJ/mol
charge = 0
HOMO-LUMO gap = 10.35 eV
largest force on an atom = 2.0 eV Å⁻¹
HOMO = -9.73 eV
lowest unoccupied orbital energy = 0.6 eV

***

(3)
Entry from the OMol25 dataset: the molecule C4H5N3O in a non-equilibrium geometry (ωB97M-V/def2-TZVPD).

Last column: natural (NBO) charge in e.
Cartesian coordinates (Å):
C  1.175  -1.457  0.289  -0.70
C  0.840  -0.125  0.637  0.28
N  0.495  0.705  1.532  -0.30
C  0.480  1.250  0.091  -0.23
C  -0.739  1.526  -0.638  0.03
N  -1.602  0.621  -0.561  -0.14
N  -2.302  -0.254  -0.087  0.27
O  -2.534  -1.401  -0.435  -0.42
H  1.371  -2.183  1.164  0.26
H  0.307  -1.650  -0.367  0.27
H  2.054  -1.474  -0.529  0.25
H  1.305  1.912  -0.026  0.19
H  -0.850  2.533  -1.069  0.22

Cartesian forces (eV/Å) of the 3 atoms listed first:
1.901 -1.970 -1.758
-0.732 4.470 1.131
-0.096 -1.350 -0.931

SMILES = CC1=N[C@@H]1/C=N\N=O
ΔE to the lowest compared entry with this formula, charge and spin = 688.5 kJ/mol
charge = 0
HOMO-LUMO gap (spin up / spin down) = 8.78 / 8.78 eV
largest force on an atom = 4.7 eV Å⁻¹
HOMO (spin up / spin down) = -8.53 / -8.53 eV
lowest unoccupied orbital energy (spin up / spin down) = 0.2 / 0.2 eV

***

(4)
Entry from the OMol25 dataset: the molecule C4H5N3O in a non-equilibrium geometry (ωB97M-V/def2-TZVPD).

Last column: natural (NBO) charge in e.
Cartesian coordinates (Å):
C  1.825  1.082  0.024  -0.07
N  2.417  -0.075  -0.153  -0.03
O  1.471  -1.009  -0.068  -0.24
N  0.387  -0.549  0.770  -0.15
C  -0.767  -1.087  -0.136  -0.26
C  -1.692  0.214  -0.064  -0.25
N  -0.703  1.352  -0.099  -0.39
C  0.386  0.794  0.302  0.31
H  2.501  1.901  0.055  0.23
H  -1.002  -1.983  0.386  0.22
H  -0.248  -1.269  -1.215  0.23
H  -2.414  0.284  -0.723  0.20
H  -2.161  0.343  0.922  0.20

Cartesian forces (eV/Å) of the 3 atoms listed first:
0.827 -2.077 0.910
-0.796 2.700 -0.306
1.538 -2.805 1.304

SMILES = C1=NON2CCN=C12
ΔE to the lowest compared entry with this formula, charge and spin = 596.2 kJ/mol
charge = 0
HOMO-LUMO gap = 9.92 eV
largest force on an atom = 6.0 eV Å⁻¹
HOMO = -9.49 eV
lowest unoccupied orbital energy = 0.4 eV

***

(5)
Entry from the OMol25 dataset: the molecule C4H5N3O in a non-equilibrium geometry (ωB97M-V/def2-TZVPD).

Last column: natural (NBO) charge in e.
Cartesian coordinates (Å):
H  1.955  -1.104  -2.499  0.36
N  1.055  -1.164  -2.049  -0.62
C  0.906  -0.208  -1.185  0.36
C  2.006  0.785  -0.857  0.21
N  2.965  1.411  -0.682  -0.26
N  -0.173  -0.251  -0.363  -0.64
C  -0.453  0.533  0.806  0.70
C  -1.727  0.021  1.441  -0.73
O  0.336  1.310  1.221  -0.53
H  -0.820  -0.940  -0.597  0.41
H  -1.939  0.508  2.459  0.26
H  -2.565  0.222  0.755  0.24
H  -1.548  -1.123  1.549  0.24

Cartesian forces (eV/Å) of the 3 atoms listed first:
0.221 0.177 -0.301
-0.341 1.600 1.134
2.151 -1.093 -0.419

SMILES = [H]/N=C(\C#N)NC(C)=O
ΔE to the lowest compared entry with this formula, charge and spin = 151.5 kJ/mol
charge = 0
HOMO-LUMO gap = 10.53 eV
largest force on an atom = 2.5 eV Å⁻¹
HOMO = -10.34 eV
lowest unoccupied orbital energy = 0.2 eV

***

(6)
Entry from the OMol25 dataset: a structure of composition C4H5N3O in a non-equilibrium geometry (ωB97M-V/def2-TZVPD).

Last column: natural (NBO) charge in e.
Cartesian coordinates (Å):
C  -1.242  1.457  0.024  -0.42
C  -0.068  -0.626  -1.138  -0.22
C  0.826  -1.180  -0.141  0.07
C  0.599  -0.193  0.790  0.25
H  -0.863  2.316  0.671  0.22
H  -1.550  1.852  -0.946  0.22
H  -2.088  1.085  0.655  0.19
H  -1.067  -1.158  -1.158  0.21
H  0.307  -0.410  -2.179  0.23
N  -0.199  0.458  -0.134  -0.39
N  1.730  -1.985  0.327  -0.06
N  1.457  -0.239  1.768  -0.15
O  2.159  -1.377  1.460  -0.15

Cartesian forces (eV/Å) of the 3 atoms listed first:
0.252 0.563 1.839
-2.772 -0.191 -1.060
2.499 -3.435 1.758

ΔE to the lowest compared entry with this formula, charge and spin = 613.8 kJ/mol
charge = 0
HOMO-LUMO gap = 9.53 eV
largest force on an atom = 4.6 eV Å⁻¹
HOMO = -8.93 eV
lowest unoccupied orbital energy = 0.6 eV

***

(7)
Entry from the OMol25 dataset: a structure of composition C4H5N3O in a non-equilibrium geometry (ωB97M-V/def2-TZVPD).

Last column: natural (NBO) charge in e.
Cartesian coordinates (Å):
C  0.806  0.934  -0.625  -0.43
C  2.066  0.836  -0.058  -0.06
C  0.288  -0.309  -0.385  0.44
C  -2.110  -0.231  0.446  0.41
N  2.332  -0.336  0.445  -0.28
N  -3.153  -0.246  -0.137  -0.57
N  1.244  -1.107  0.253  -0.39
O  -0.842  -0.875  -0.641  -0.59
H  0.584  1.854  -1.221  0.25
H  2.929  1.399  -0.249  0.20
H  -1.561  -0.122  1.392  0.21
H  -3.967  0.239  0.403  0.40
H  1.385  -2.036  0.376  0.41

Cartesian forces (eV/Å) of the 3 atoms listed first:
0.161 1.383 -0.563
1.015 -0.915 -0.068
0.605 -1.617 0.311

ΔE to the lowest compared entry with this formula, charge and spin = 416.0 kJ/mol
charge = 0
HOMO-LUMO gap = 8.94 eV
largest force on an atom = 6.1 eV Å⁻¹
HOMO = -8.35 eV
lowest unoccupied orbital energy = 0.6 eV

***

(8)
Entry from the OMol25 dataset: a cluster of 2 separate species, C4H5N3O in total in a non-equilibrium geometry (ωB97M-V/def2-TZVPD).

Last column: natural (NBO) charge in e.
Cartesian coordinates (Å):
C  0.901  0.098  1.376  -0.73
C  -0.215  0.767  0.738  0.26
N  -1.467  0.507  0.779  -0.48
C  -2.209  -0.331  1.374  0.39
N  -2.862  -1.083  1.927  -0.35
H  1.409  0.742  2.165  0.26
H  0.467  -0.688  2.012  0.26
H  1.722  0.028  0.694  0.25
H  0.053  1.437  -0.144  0.15
N  0.193  -0.133  -2.134  -0.78
C  0.616  -0.705  -3.093  0.86
O  0.858  -1.378  -4.016  -0.50
H  0.536  0.737  -1.679  0.41

Cartesian forces (eV/Å) of the 3 atoms listed first:
0.098 1.114 3.119
-1.371 0.465 -2.379
2.250 2.874 -2.088

SMILES = C/C=N\C#N.N=C=O
ΔE to the lowest compared entry with this formula, charge and spin = 281.0 kJ/mol
charge = 0
HOMO-LUMO gap = 9.76 eV
largest force on an atom = 4.2 eV Å⁻¹
HOMO = -10.06 eV
lowest unoccupied orbital energy = -0.3 eV

***

(9)
Entry from the OMol25 dataset: the molecule C4H5N3O in a non-equilibrium geometry (ωB97M-V/def2-TZVPD).

Last column: natural (NBO) charge in e.
Cartesian coordinates (Å):
N  2.211  -0.630  -0.116  -0.83
C  0.890  0.002  -0.150  0.38
N  0.964  1.381  -0.179  -0.40
N  -0.310  1.919  0.036  -0.36
C  -0.955  0.883  -0.344  0.43
C  -0.492  -0.399  -0.794  -0.27
C  -1.886  -0.898  0.138  -0.11
O  -2.239  0.553  -0.110  -0.51
H  2.853  -0.730  0.659  0.40
H  1.850  -1.621  -0.260  0.38
H  1.734  2.187  0.222  0.44
H  -1.780  -1.234  1.336  0.22
H  -2.840  -1.414  -0.440  0.22

Cartesian forces (eV/Å) of the 3 atoms listed first:
-3.756 -3.104 -1.322
3.241 0.344 -1.766
1.927 2.195 2.928

SMILES = Nc1[nH]nc2c1CO2
ΔE to the lowest compared entry with this formula, charge and spin = 759.3 kJ/mol
charge = 0
HOMO-LUMO gap = 8.92 eV
largest force on an atom = 5.7 eV Å⁻¹
HOMO = -8.66 eV
lowest unoccupied orbital energy = 0.3 eV

***

(10)
Entry from the OMol25 dataset: the molecule C4H5N3O2 in a non-equilibrium geometry (ωB97M-V/def2-TZVPD).

Last column: natural (NBO) charge in e.
Cartesian coordinates (Å):
C  -2.184  -1.294  -0.001  -0.09
C  -1.650  0.051  -0.162  0.20
C  0.723  -0.542  -0.122  -0.25
C  0.671  0.913  0.177  -0.24
N  -3.497  -1.164  0.121  -0.05
N  -2.684  0.881  -0.102  0.33
N  -0.313  0.264  -0.671  -0.38
O  -2.857  2.090  -0.262  -0.45
O  -3.840  0.052  0.102  -0.12
H  -1.576  -2.124  -0.100  0.22
H  1.314  -0.883  -1.076  0.22
H  0.524  -1.231  0.611  0.20
H  0.379  1.240  1.190  0.21
H  1.339  1.634  -0.285  0.22

Cartesian forces (eV/Å) of the 3 atoms listed first:
-1.989 4.318 -0.186
0.645 -1.448 -0.542
2.243 0.538 -4.059

ΔE to the lowest compared entry with this formula, charge and spin = 788.5 kJ/mol
charge = 0
HOMO-LUMO gap (spin up / spin down) = 9.32 / 9.32 eV
largest force on an atom = 4.9 eV Å⁻¹
HOMO (spin up / spin down) = -8.81 / -8.81 eV
lowest unoccupied orbital energy (spin up / spin down) = 0.5 / 0.5 eV